1.
Entry from the Open Molecules 2025 dataset: C56H69GeHfN2O2S2 as an isolated structure (wB97M-V/def2-TZVPD).

- LUMO level (hartree) = -0.28936
- 2S+1 = 1
- orbital gap (eV) = 6.799
- total charge = +3
- F_max (Eh/bohr) = 0.0170
- E (eV) = -145739.587

Element x y z (Å)
Hf: 0.3151 1.5192 0.8906
C: -3.1894 0.9129 1.7936
C: -1.9431 0.0770 1.6143
C: -0.9211 0.1591 2.6004
C: -1.1569 0.9239 3.8846
C: 0.2600 -0.6119 2.4680
C: 1.2412 -0.6514 3.6139
C: 0.4344 -1.4166 1.3227
C: 1.6997 -2.1874 1.0920
C: -0.6372 -1.6023 0.4272
C: -0.4888 -2.6441 -0.6457
C: -1.8403 -0.8814 0.5865
C: -3.0375 -1.2664 -0.2382
H: -2.9499 1.9373 2.0785
H: -3.8191 0.5015 2.5857
H: -3.7877 0.9645 0.8906
H: -0.2345 1.3050 4.3127
H: -1.6020 0.2438 4.6171
H: -1.8496 1.7515 3.7707
H: 1.7504 0.3004 3.7577
H: 1.9911 -1.4225 3.4799
H: 0.7069 -0.8756 4.5384
H: 2.5482 -1.7546 1.6084
H: 1.9360 -2.2193 0.0305
H: 1.5837 -3.2173 1.4416
H: 0.1368 -2.2763 -1.4649
H: -1.4416 -2.9567 -1.0566
H: 0.0055 -3.5286 -0.2472
H: -3.4650 -2.1734 0.2001
H: -2.7796 -1.4941 -1.2673
H: -3.8225 -0.5195 -0.2462
C: 6.2920 -4.2143 0.4711
C: 5.6282 -2.8732 0.3864
C: 5.6888 -1.9730 1.4484
C: 5.0732 -0.7345 1.3639
C: 4.3763 -0.4044 0.2052
C: 4.3247 -1.2703 -0.8869
C: 4.9410 -2.4981 -0.7771
S: 3.6616 1.1949 0.1719
O: 2.0991 0.9687 0.1388
C: 4.1681 1.6787 -1.4630
C: 5.5723 1.5040 -1.5618
C: 6.1854 1.6380 -2.7652
C: 5.4233 1.8990 -3.9304
C: 6.0480 1.9658 -5.1978
C: 5.3196 2.2444 -6.3165
C: 3.9323 2.4754 -6.2099
C: 3.3043 2.4294 -4.9977
C: 4.0285 2.1258 -3.8155
C: 3.3892 2.0559 -2.5253
C: 2.0446 2.7336 -2.5037
C: 2.1285 4.1676 -2.5108
C: 3.3147 4.8592 -2.1397
C: 3.3613 6.2228 -2.1505
C: 2.2446 6.9850 -2.5628
C: 1.0999 6.3553 -2.9498
C: 1.0126 4.9399 -2.9264
C: -0.1473 4.2743 -3.3776
C: -0.2557 2.9173 -3.2814
C: 0.8264 2.1479 -2.7969
S: 0.4825 0.4968 -2.1882
O: 1.6380 -0.4043 -2.3659
C: -0.8319 -0.0605 -3.2333
C: -0.5188 -0.8216 -4.3510
C: -1.5442 -1.2456 -5.1792
C: -2.8743 -0.9060 -4.9219
C: -3.9690 -1.3382 -5.8523
C: -3.1601 -0.1443 -3.7865
C: -2.1470 0.2717 -2.9390
H: 7.0063 -4.2578 1.2902
H: 6.8098 -4.4528 -0.4572
H: 5.5450 -4.9942 0.6341
H: 6.2436 -2.2340 2.3403
H: 5.1540 -0.0295 2.1783
H: 3.8099 -0.9849 -1.7930
H: 4.9128 -3.1818 -1.6166
H: 6.1523 1.2528 -0.6808
H: 7.2588 1.5252 -2.8463
H: 7.1142 1.7905 -5.2612
H: 5.8000 2.2920 -7.2840
H: 3.3598 2.6940 -7.1013
H: 2.2396 2.6113 -4.9545
H: 4.1938 4.3033 -1.8460
H: 4.2715 6.7296 -1.8594
H: 2.3122 8.0641 -2.5892
H: 0.2470 6.9240 -3.3000
H: -0.9538 4.8529 -3.8130
H: -1.1539 2.4228 -3.6238
H: 0.5116 -1.0838 -4.5554
H: -1.3102 -1.8513 -6.0456
H: -3.7360 -2.2925 -6.3210
H: -4.0926 -0.6033 -6.6506
H: -4.9225 -1.4270 -5.3349
H: -4.1897 0.1078 -3.5632
H: -2.3837 0.8320 -2.0370
C: 3.1059 4.9234 3.6352
Ge: 2.5432 3.0692 3.8224
C: 4.0875 1.8825 3.7522
C: 1.5646 2.8236 5.4924
C: 1.2650 2.8064 2.2866
H: 3.8707 5.1627 4.3743
H: 2.2665 5.6021 3.7928
H: 3.5237 5.1091 2.6447
H: 4.6356 1.9843 4.6903
H: 4.7572 2.1619 2.9393
H: 3.8032 0.8368 3.6465
H: 2.1439 3.2832 6.2944
H: 1.4256 1.7753 5.7551
H: 0.5917 3.3164 5.4693
H: 1.6431 3.5349 1.5382
H: 0.3575 3.2743 2.7032
C: -2.1704 7.2716 -0.6725
C: -2.7281 6.2052 0.2565
N: -1.7608 5.0979 0.4616
C: -0.7826 5.3655 1.5198
C: -1.3333 5.0069 2.8908
C: -1.7408 4.0289 -0.2936
C: -2.7874 3.8988 -1.3659
N: -0.8538 3.0091 -0.1471
H: -2.8929 8.0805 -0.7693
H: -1.9688 6.8740 -1.6679
H: -1.2454 7.6979 -0.2844
H: -3.6690 5.8083 -0.1078
H: -2.9265 6.6211 1.2437
H: -0.5606 6.4311 1.4763
H: 0.1328 4.8375 1.2785
H: -2.2202 5.5949 3.1263
H: -0.5900 5.2099 3.6622
H: -1.6103 3.9521 2.9456
H: -3.7677 3.7758 -0.9023
H: -2.5954 3.0342 -1.9919
H: -2.8251 4.7810 -1.9995
H: -0.8319 2.5525 -1.0684

Forces on atoms 1 to 2 (eV/Å):
0.427 -0.636 -0.423
-0.001 0.008 0.019

Mulliken atomic charge list, values in e, 8 entries: 2.16 -1.99 1.28 0.77 -1.46 0.85 -2.06 1.77

2.
Entry from the Open Molecules 2025 dataset: an isolated ion of composition C8H7N4O2S and charge -1 (wB97M-V/def2-TZVPD).

- LUMO level (spin up / spin down) (hartree) = 0.11981 / 0.04330
- 2S+1 = 3
- orbital gap (spin up / spin down) (eV) = 5.083 / 6.356
- total charge = -1
- F_max (Eh/bohr) = 0.1339
- E (eV) = -29295.470

Element x y z (Å)
C: -1.4656 -1.5227 0.7215
C: -0.1791 -1.5842 1.3071
C: -1.6757 -0.6012 -0.3314
C: 0.7586 -0.6116 1.0138
C: -0.6265 0.1953 -0.7381
C: 0.5398 0.2892 -0.0309
C: 1.2923 0.7527 -2.7047
C: 1.6722 1.9018 -1.6000
N: 3.0377 2.1633 -1.7428
N: 3.6558 1.8785 -0.6870
N: 2.7914 1.2785 0.1597
N: 1.4426 1.3476 -0.2580
O: 0.3983 1.0465 -3.5583
O: 1.7709 -0.3168 -2.5536
S: 0.5700 3.3373 -1.9552
H: -2.1257 -2.2801 1.0495
H: -0.0604 -2.1381 2.3116
H: -2.6482 -0.5446 -0.8390
H: 1.6700 -0.5712 1.7491
H: -0.8714 0.8918 -1.6545
H: 2.8413 1.8409 1.1202
H: 0.1281 2.5834 -3.0703

Forces on atoms 1 to 2 (eV/Å):
1.888 0.464 -0.803
-1.273 0.463 2.015

Mulliken atomic charge list, values in e, 8 entries: -0.39 -0.59 -0.73 -0.33 0.26 0.84 0.14 0.76

3.
Entry from the Open Molecules 2025 dataset: one molecule with the formula C4H5NO (wB97M-V/def2-TZVPD).

- LUMO level (hartree) = 0.03128
- 2S+1 = 1
- orbital gap (eV) = 11.856
- SMILES = N#CC[C@H]1CO1
- total charge = 0
- F_max (Eh/bohr) = 0.0220
- E (eV) = -7764.974

Element x y z (Å)
N: 2.6887 1.1731 0.6552
C: 1.9043 0.4197 0.2623
C: 0.8882 -0.5256 -0.2096
C: -0.4576 -0.2644 0.4376
C: -1.4926 0.4900 -0.2643
O: -1.5433 -0.9286 -0.1751
H: 1.2165 -1.5451 0.0169
H: 0.7951 -0.4480 -1.2977
H: -0.4649 -0.2774 1.5280
H: -2.2528 1.0208 0.3039
H: -1.2817 0.8855 -1.2572

Forces on atoms 1 to 2 (eV/Å):
-0.768 -0.730 -0.389
0.685 0.651 0.348

Mulliken atomic charge list, values in e, 8 entries: -0.38 0.23 -0.45 0.05 -0.42 -0.41 0.24 0.28

4.
Entry from the Open Molecules 2025 dataset: C23H15I2N6OZn as an isolated structure (wB97M-V/def2-TZVPD).

- LUMO level (hartree) = -0.15241
- 2S+1 = 1
- orbital gap (eV) = 5.146
- total charge = +1
- F_max (Eh/bohr) = 0.0763
- E (eV) = -99696.287

Element x y z (Å)
Zn: -1.0404 0.6644 0.4671
N: 0.3731 -2.6352 2.9026
C: -0.4008 -1.5936 2.5915
N: -0.0032 -0.6515 1.7507
C: 1.2642 -0.6838 1.2632
N: 1.7627 0.4568 0.7405
N: 0.8308 1.3885 0.7328
C: 0.9125 2.6599 0.9864
C: -0.2582 3.3354 1.5571
C: -0.1939 4.5776 2.2302
C: -1.3456 5.1256 2.7237
C: -2.5289 4.4020 2.6599
C: -2.4633 3.0722 2.2523
N: -1.4062 2.5428 1.6830
C: 2.0256 -1.9008 1.2849
C: 3.0917 -2.2425 0.4146
C: 3.6176 -3.5373 0.4611
C: 3.2169 -4.4533 1.4432
C: 2.1564 -4.1331 2.2549
C: 1.5810 -2.8584 2.1732
H: 0.0208 -3.4073 3.4512
H: -1.3710 -1.5233 3.0717
H: 1.8451 3.2282 0.9392
H: 0.7508 5.0901 2.3096
H: -1.3464 6.1002 3.2134
H: -3.4291 4.8150 3.0619
H: -3.3057 2.3863 2.3667
H: 3.5329 -1.5298 -0.2712
H: 4.3005 -3.8164 -0.3392
H: 3.7047 -5.4365 1.5444
H: 1.8312 -4.8776 2.9845
I: -2.6651 3.9214 -3.3080
C: -1.8661 2.0647 -3.4793
C: -1.6070 1.4955 -4.7183
C: -1.1289 0.1693 -4.8321
I: -0.6506 -0.2974 -6.8162
C: -0.8597 -0.6540 -3.7069
C: -0.4704 -2.0220 -3.7491
C: -0.2350 -2.6778 -2.5677
C: -0.4348 -2.0192 -1.3446
N: -0.8976 -0.7467 -1.2970
C: -1.1514 -0.0607 -2.4025
C: -1.6744 1.3005 -2.2747
O: -1.8515 1.7298 -1.0844
H: -1.7689 1.9842 -5.6503
H: -0.4250 -2.5627 -4.7138
H: 0.2060 -3.6821 -2.5551
H: -0.2458 -2.5075 -0.4052

Forces on atoms 1 to 2 (eV/Å):
-0.745 0.724 -1.229
0.512 0.333 -0.577

Mulliken atomic charge list, values in e, 8 entries: 0.11 -0.03 -0.27 -0.35 0.89 -1.22 0.80 -0.64

5.
Entry from the Open Molecules 2025 dataset: one molecule with the formula C4H6N2O2 (wB97M-V/def2-TZVPD).

- LUMO level (hartree) = 0.01132
- 2S+1 = 1
- orbital gap (eV) = 9.584
- SMILES = O=C[C@@H]1CN1/C=N/O
- total charge = 0
- F_max (Eh/bohr) = 0.1620
- E (eV) = -11314.546

Element x y z (Å)
C: -0.2523 0.8572 -0.8504
C: -1.2348 -0.4210 1.1830
C: 0.2524 -0.3590 1.1278
C: 1.2440 -1.4832 1.4356
H: -1.0487 1.5800 -3.6356
H: 0.0738 1.9574 -0.3043
H: -1.7867 -1.2536 1.4763
H: -1.5723 0.5388 1.6074
H: 0.8076 0.6280 1.3236
H: 1.0277 -2.6169 1.1476
N: -0.8873 0.6672 -2.0991
N: -0.5111 -0.3303 -0.0197
O: -0.6934 1.8979 -2.7197
O: 2.2223 -1.2424 2.1998

Forces on atoms 1 to 2 (eV/Å):
-4.742 -1.166 -2.288
0.599 3.556 1.441

Mulliken atomic charge list, values in e, 8 entries: 0.02 -0.28 0.14 -0.28 0.40 0.21 0.28 0.27

6.
Entry from the Open Molecules 2025 dataset: C25H34CdINO2SSi as an isolated structure (wB97M-V/def2-TZVPD).

- LUMO level (hartree) = 0.15504
- 2S+1 = 1
- orbital gap (eV) = 4.229
- total charge = -2
- F_max (Eh/bohr) = 0.0282
- E (eV) = -63439.660

Element x y z (Å)
Cd: 0.5285 -0.3010 -0.6016
I: 3.6889 0.1422 0.3956
C: 3.4947 2.1675 -0.2564
C: 4.6334 2.9243 -0.1820
C: 4.5743 4.3057 -0.4282
C: 3.3651 4.8891 -0.6868
C: 2.1865 4.1156 -0.7853
C: 0.9458 4.7423 -1.0282
C: -0.1810 3.9842 -1.1738
C: -0.1030 2.5808 -1.1446
C: 1.0686 1.8922 -0.8874
C: 2.2260 2.6846 -0.6339
H: 5.5764 2.4643 0.0822
H: 5.4792 4.9009 -0.3800
H: 3.2868 5.9648 -0.8129
H: 0.9137 5.8260 -1.0905
H: -1.1438 4.4616 -1.3246
H: -1.0122 2.0091 -1.2997
C: -4.0087 3.0816 1.6044
C: -2.8738 2.0878 1.5413
C: -3.1150 0.7921 1.2136
C: -2.0057 -0.1977 0.9137
C: -0.8225 0.2153 1.7629
C: -0.5837 1.5486 2.0537
C: -1.5612 2.5155 1.8928
S: 0.3349 -1.0499 2.2049
C: 0.6591 -0.5295 3.9571
O: -0.4382 -2.3160 2.3497
H: -4.9707 2.5733 1.5091
H: -3.9300 3.8139 0.7929
H: -4.0031 3.6365 2.5484
H: -4.1410 0.4614 1.0781
H: -2.3221 -1.2064 1.2179
H: 0.3726 1.8466 2.4808
H: -1.3639 3.5535 2.1383
H: -0.3088 -0.4925 4.4532
H: 1.1477 0.4439 3.9609
H: 1.3075 -1.2882 4.3985
C: -2.0843 -2.5614 -1.1989
C: -2.3621 -1.0580 -1.4243
C: -3.8905 -0.8483 -1.3443
C: -1.9256 -0.7066 -2.8559
N: -1.6200 -0.1913 -0.5245
H: -2.6483 -3.1752 -1.9129
H: -2.3776 -2.8493 -0.1860
H: -1.0164 -2.7606 -1.3080
H: -4.3915 -1.3772 -2.1642
H: -4.1246 0.2151 -1.4082
H: -4.2793 -1.2379 -0.4014
H: -2.5161 -1.2569 -3.5956
H: -0.8691 -0.9574 -2.9950
H: -2.0492 0.3660 -3.0224
C: 3.4007 -3.6768 0.4219
Si: 1.8788 -3.7398 -0.7403
C: 2.3964 -4.9555 -2.1359
C: 0.5830 -4.7407 0.2338
O: 1.4349 -2.3408 -1.2966
H: 3.8484 -4.6616 0.5890
H: 3.1207 -3.2670 1.3986
H: 4.1739 -3.0209 0.0071
H: 2.7374 -5.9151 -1.7327
H: 3.2015 -4.5486 -2.7566
H: 1.5431 -5.1520 -2.7926
H: 1.0343 -5.5983 0.7455
H: -0.2073 -5.1220 -0.4211
H: 0.1076 -4.1061 0.9874

Forces on atoms 1 to 2 (eV/Å):
0.470 -0.083 -0.689
0.022 0.467 -0.311

Mulliken atomic charge list, values in e, 8 entries: 1.07 0.00 -0.19 -0.64 -0.47 -0.80 1.05 -0.80